(1)
A single C16H23N3O2S molecule, computed with ωB97M-V with the def2-TZVPD basis set.

```
45
C16H23N3O2S | the OMol25 dataset | ωB97M-V with the def2-TZVPD basis set
C 3.740 2.116 2.056
C 2.479 1.908 1.274
C 1.256 1.781 1.925
C 0.089 1.600 1.205
C 0.150 1.553 -0.172
S -1.340 1.342 -1.121
O -1.509 2.452 -2.015
O -2.456 1.050 -0.261
N -0.936 0.035 -2.107
C -1.729 -0.080 -3.306
C -0.839 -0.360 -4.532
C 0.319 0.498 -4.511
N 1.257 1.149 -4.480
C -0.462 -1.176 -1.476
C -1.389 -1.736 -0.382
N -0.945 -1.319 0.926
C 0.125 -2.116 1.492
C 0.203 -1.636 2.941
C -1.230 -1.177 3.265
C -1.987 -1.307 1.938
C 1.347 1.695 -0.847
C 2.511 1.865 -0.117
H 3.660 1.682 3.049
H 3.931 3.184 2.169
H 4.592 1.677 1.543
H 1.221 1.828 3.005
H -0.870 1.490 1.683
H -2.497 -0.861 -3.223
H -2.219 0.887 -3.431
H -0.488 -1.396 -4.530
H -1.403 -0.185 -5.451
H 0.510 -0.950 -1.031
H -0.309 -1.921 -2.259
H -2.392 -1.338 -0.541
H -1.436 -2.839 -0.458
H 1.058 -1.953 0.950
H -0.113 -3.196 1.453
H 0.546 -2.426 3.607
H 0.896 -0.799 3.012
H -1.688 -1.795 4.036
H -1.233 -0.147 3.615
H -2.662 -0.474 1.740
H -2.569 -2.245 1.925
H 1.356 1.670 -1.925
H 3.454 1.970 -0.632
```

As for the orbital gap: 9.17 eV. For the energy above the lowest of the compared OMol25 structures with the same formula, charge and spin, the calculation gives 244.11 kJ/mol. The lowest unoccupied orbital energy comes out at 0.66 eV. Its HOMO energy is -0.3130 hartree. Its SMILES is Cc1ccc(S(=O)(=O)N(CCC#N)CCN2CCCC2)cc1. For the largest force on an atom, the calculation gives 1.063 eV/Å.

***

(2)
A single C16H23N3O6S molecule, computed with ωB97M-V with the def2-TZVPD basis set.

```
49
C16H23N3O6S | the OMol25 dataset | ωB97M-V with the def2-TZVPD basis set
C 2.362 -3.083 3.283
O 1.007 -2.757 3.455
C 0.619 -1.607 2.746
C -0.873 -1.375 2.999
N -1.352 -0.215 2.298
C -2.165 -0.256 1.238
O -2.686 -1.250 0.763
C -2.339 1.124 0.598
O -1.668 2.074 0.962
N -3.275 1.132 -0.361
C -3.264 2.104 -1.420
C -2.508 1.523 -2.634
O -3.323 0.561 -3.266
C -2.521 -0.562 -3.575
C -1.469 -0.568 -2.462
N -1.291 0.851 -2.202
S 0.153 1.484 -2.825
O 0.544 0.774 -4.012
O -0.019 2.902 -2.906
C 1.266 1.068 -1.496
C 1.143 1.730 -0.291
C 2.009 1.413 0.741
C 2.998 0.448 0.573
C 3.973 0.148 1.669
C 3.094 -0.211 -0.649
C 2.231 0.097 -1.686
H 2.534 -3.995 3.849
H 3.014 -2.287 3.665
H 2.598 -3.257 2.226
H 1.198 -0.733 3.085
H 0.802 -1.733 1.667
H -1.441 -2.236 2.640
H -1.040 -1.264 4.074
H -0.965 0.697 2.512
H -3.677 0.226 -0.578
H -4.282 2.348 -1.725
H -2.744 2.992 -1.057
H -2.243 2.339 -3.323
H -3.163 -1.442 -3.589
H -2.035 -0.428 -4.550
H -0.523 -1.003 -2.776
H -1.834 -1.069 -1.560
H 0.376 2.477 -0.172
H 1.924 1.933 1.684
H 3.577 0.438 2.639
H 4.893 0.709 1.502
H 4.228 -0.909 1.686
H 3.857 -0.962 -0.791
H 2.301 -0.389 -2.646
```

As for the orbital gap: 10.14 eV. For the energy above the lowest of the compared OMol25 structures with the same formula, charge and spin, the calculation gives 46.13 kJ/mol. The lowest unoccupied orbital energy comes out at 0.53 eV. Its HOMO energy is -0.3533 hartree. Its SMILES is COCCNC(=O)C(=O)NC[C@@H]1OCCN1S(=O)(=O)c1ccc(C)cc1. For the largest force on an atom, the calculation gives 1.237 eV/Å.

***

(3)
2 unconnected molecules or ions with the total composition C16H23N3O7, computed with ωB97M-V with the def2-TZVPD basis set.

```
49
C16H23N3O7 | the OMol25 dataset | ωB97M-V with the def2-TZVPD basis set
C -4.354 -3.340 4.090
N -2.953 -3.149 3.720
C -2.508 -3.120 2.458
O -3.259 -3.245 1.495
C -1.003 -2.863 2.255
C -0.714 -1.361 2.117
C -1.258 -0.587 3.303
N -2.242 0.257 3.106
O -0.849 -0.775 4.433
N -0.495 -3.556 1.072
C 0.754 -3.992 0.925
C 1.066 -4.712 -0.366
O 1.622 -3.840 1.772
H -4.472 -3.255 5.172
H -4.688 -4.328 3.767
H -4.970 -2.585 3.599
H -2.284 -2.979 4.459
H -0.476 -3.235 3.137
H -1.167 -1.002 1.195
H 0.362 -1.198 2.065
H -2.620 0.701 3.924
H -2.637 0.366 2.184
H -1.160 -3.741 0.336
H 0.860 -4.052 -1.206
H 0.451 -5.608 -0.433
H 2.120 -4.989 -0.368
O 4.064 3.329 -5.657
C 4.016 4.126 -4.735
O 4.606 5.347 -4.782
C 3.264 3.759 -3.439
O 3.094 4.944 -2.631
C 1.895 3.122 -3.755
C 1.070 2.655 -2.568
C 1.482 2.785 -1.229
C 0.652 2.371 -0.184
C -0.595 1.812 -0.458
O -1.421 1.454 0.565
C -1.003 1.647 -1.778
C -0.179 2.070 -2.827
H 5.011 5.392 -5.663
H 3.881 3.037 -2.895
H 3.773 5.602 -2.886
H 2.058 2.255 -4.404
H 1.305 3.848 -4.322
H 2.441 3.223 -0.972
H 0.985 2.501 0.841
H -1.031 1.752 1.405
H -1.972 1.206 -1.984
H -0.523 1.954 -3.851
```

As for the orbital gap: 9.10 eV. For the energy above the lowest of the compared OMol25 structures with the same formula, charge and spin, the calculation gives 0.00 kJ/mol. The lowest unoccupied orbital energy comes out at 0.45 eV. Its HOMO energy is -0.3176 hartree. Its SMILES is CNC(=O)[C@H](CC(N)=O)NC(C)=O.O=C(O)[C@@H](O)Cc1ccc(O)cc1. For the largest force on an atom, the calculation gives 2.176 eV/Å.

***

(4)
A single C16H23N3S molecule, computed with ωB97M-V with the def2-TZVPD basis set.

```
43
C16H23N3S | the OMol25 dataset | ωB97M-V with the def2-TZVPD basis set
C -4.576 -0.880 -1.677
C -4.528 -0.958 -0.155
C -3.489 -0.023 0.466
C -2.040 -0.303 0.065
C -1.544 -1.674 0.520
C -0.066 -1.910 0.208
C 0.862 -1.089 1.114
C 2.288 -1.323 0.784
N 3.071 -2.122 1.436
N 4.270 -2.056 0.808
C 4.241 -1.206 -0.247
S 5.460 -0.812 -1.272
N 2.947 -0.737 -0.267
C 2.465 0.239 -1.210
C 2.022 1.509 -0.533
C 2.852 2.127 0.394
C 2.448 3.287 1.029
C 1.212 3.842 0.741
C 0.384 3.237 -0.189
C 0.787 2.074 -0.822
H -4.715 0.150 -2.001
H -5.403 -1.473 -2.059
H -3.658 -1.260 -2.119
H -4.333 -1.987 0.151
H -5.508 -0.683 0.242
H -3.732 1.004 0.181
H -3.569 -0.089 1.555
H -1.417 0.476 0.511
H -1.938 -0.224 -1.019
H -1.706 -1.782 1.595
H -2.124 -2.449 0.017
H 0.122 -1.665 -0.840
H 0.169 -2.967 0.348
H 0.707 -1.387 2.151
H 0.644 -0.025 1.013
H 5.060 -2.588 1.130
H 3.311 0.441 -1.880
H 1.647 -0.188 -1.799
H 3.820 1.699 0.612
H 3.100 3.760 1.748
H 0.896 4.747 1.238
H -0.578 3.668 -0.420
H 0.138 1.603 -1.547
```

As for the orbital gap: 8.64 eV. For the energy above the lowest of the compared OMol25 structures with the same formula, charge and spin, the calculation gives 20.94 kJ/mol. The lowest unoccupied orbital energy comes out at 0.74 eV. Its HOMO energy is -0.2903 hartree. Its SMILES is CCCCCCCc1n[nH]c(=S)n1Cc1ccccc1. For the largest force on an atom, the calculation gives 1.022 eV/Å.

***

(5)
A gas-phase ion, C16H24BF9NO3 (charge -1), computed with ωB97M-V with the def2-TZVPD basis set.

```
54
C16H24BF9NO3 | the OMol25 dataset | ωB97M-V with the def2-TZVPD basis set
C -0.874 -0.286 3.857
C -1.223 0.989 2.887
C -0.212 1.109 1.560
C 0.534 2.595 1.744
C -1.191 1.030 0.247
O -1.569 2.362 -0.330
B -2.302 2.004 -1.596
C -1.965 3.232 -2.685
N -3.823 2.014 -1.306
O -1.790 0.672 -2.004
C -0.704 0.188 -1.088
C -1.079 -1.412 -0.988
C -0.251 -2.242 0.158
C 1.208 -2.818 -0.317
F 1.480 -2.439 -1.724
F 1.142 -4.327 -0.300
C 2.483 -2.312 0.580
F 3.701 -2.972 -0.022
F 2.751 -0.848 0.502
C 2.412 -2.697 2.172
F 1.314 -3.617 2.548
F 2.136 -1.401 2.899
C 3.891 -3.198 2.771
F 4.976 -2.204 2.513
F 3.734 -3.231 4.274
F 4.237 -4.587 2.376
C 0.633 0.667 -1.906
C 0.530 0.006 -3.559
C -0.043 1.144 -4.738
O 1.514 0.633 -4.599
H -0.381 -1.202 3.315
H -0.279 0.059 4.833
H -1.920 -0.683 4.273
H -1.137 1.971 3.519
H -2.354 0.884 2.572
H 0.660 0.325 1.579
H -0.230 3.483 1.792
H 1.035 2.536 2.826
H 1.421 2.750 0.992
H -2.278 0.568 0.415
H -2.490 3.060 -3.725
H -0.797 3.389 -2.776
H -2.423 4.212 -2.181
H -4.237 2.448 -2.185
H -3.897 2.695 -0.496
H -2.231 -1.462 -0.684
H -1.018 -1.974 -2.034
H -0.916 -3.199 0.418
H -0.147 -1.664 1.195
H 1.634 0.167 -1.565
H 0.699 1.814 -2.126
H 0.172 -1.190 -3.684
H -0.606 0.668 -5.658
H 0.070 2.292 -4.538
```

As for the orbital gap: 6.20 eV. The lowest unoccupied orbital energy comes out at 1.88 eV. Its HOMO energy is -0.1590 hartree. For the largest force on an atom, the calculation gives 5.578 eV/Å. Its total charge is -1.

***

Question: Look up the HOMO energy of the third one.
Answer: -0.3176 hartree